Here is a structure of composition C31H26ClFN4O3Re from OMol25. Energies are from the ωB97M-V functional and the def2-TZVPD basis.

```
67
Properties=species:S:1:pos:R:3:mulliken_spin:R:1
Re 0.1642 0.1355 0.1689 2.48
Cl 1.8852 -0.3655 1.5267 0.18
F -6.5398 -0.5001 -0.5724 0.00
O -1.6890 0.5423 -0.7778 0.02
O 0.3145 2.1465 0.2173 0.11
O 0.4801 3.9618 -1.0677 0.02
N -0.2890 -1.7297 -0.4934 -0.01
N -3.6424 4.0721 -1.4573 0.01
N 1.5299 -0.0985 -1.5222 -0.01
N -1.1975 -0.6163 1.6927 -0.01
C -2.6532 -2.4325 2.2068 0.00
C -5.7971 2.9362 -1.4025 0.00
C -3.7256 1.7077 -0.9994 -0.01
C 2.9509 1.8877 -1.0724 0.02
C 2.5821 0.6765 -1.8570 0.00
C -2.2887 1.6784 -0.8838 0.04
C -5.5618 5.1083 -2.5775 0.00
C -0.1647 3.0444 -0.6264 0.04
C -1.5014 -0.0128 2.8518 -0.04
C -1.7484 -1.8141 1.3707 0.02
C -0.8225 1.2714 3.1971 0.03
C 3.3585 0.3369 -2.9707 0.00
C -6.5122 4.1931 -1.8155 0.00
C -4.4639 0.5388 -0.7743 0.00
C -4.3881 2.9176 -1.2945 0.00
C -4.5460 6.1464 -0.4812 0.00
C 2.0306 -1.6116 -3.3082 -0.01
C -1.6296 2.9174 -0.9206 0.01
C 0.1898 -2.0945 -1.6976 0.04
C -6.4973 1.7796 -1.1467 0.00
C -1.3697 -3.9011 -1.7553 0.03
C 1.2749 -1.2443 -2.2180 0.04
C -4.2987 5.3686 -1.7717 0.00
C -0.3415 -3.1911 -2.3553 -0.02
C -2.4254 -0.5964 3.7171 0.00
C -2.3341 4.0576 -1.2442 -0.01
C -1.3037 -2.3954 0.0920 0.02
C 3.0809 -0.7926 -3.7034 0.01
C -1.8601 -3.5031 -0.5201 -0.02
C -5.8276 0.5999 -0.8233 0.00
C -3.0066 -1.8052 3.3956 0.01
H -5.0620 7.0785 -0.7092 0.00
H 3.6841 -1.0539 -4.5624 0.00
H -3.9513 -0.3884 -0.5606 -0.01
H 0.2205 1.0701 3.4502 0.00
H 3.9700 2.1827 -1.3094 0.00
H 1.8290 -2.5309 -3.8369 0.00
H -3.5961 5.9244 -2.3927 0.00
H -3.7259 -2.2641 4.0604 0.00
H 2.3006 2.7306 -1.3131 0.00
H -2.6727 -0.0945 4.6414 0.00
H 4.1891 0.9756 -3.2333 0.00
H 0.0250 -3.4822 -3.3276 0.00
H -0.8255 1.9716 2.3605 -0.01
H -1.2949 1.7377 4.0573 0.00
H -7.3650 3.9353 -2.4426 0.00
H -6.9161 4.7046 -0.9384 0.00
H -7.5785 1.7726 -1.2074 0.00
H 2.8772 1.7098 -0.0041 0.00
H -1.7992 4.9943 -1.3432 0.00
H -1.8033 -4.7548 -2.2582 0.00
H -5.2918 4.6405 -3.5275 0.00
H -2.6760 -4.0380 -0.0583 0.00
H -5.1572 5.5764 0.2190 0.00
H -6.0395 6.0596 -2.8049 0.00
H -3.0696 -3.3962 1.9541 0.00
H -3.6047 6.3956 0.0090 0.00
```

Values from the calculation:
Multiplicity: 4
Net charge: +2
LUMO level (spin up / spin down), eV: -6.5 / -7.2
HOMO-LUMO gap (spin up / spin down), eV: 7.43 / 6.84


Here is a structure of composition C31H26CoN5S from OMol25. Energies are from the ωB97M-V functional and the def2-TZVPD basis.

```
64
Properties=species:S:1:pos:R:3:mulliken_charge:R:1
Co 0.2193 -0.1631 -0.2386 -1.11
S -0.0845 -2.4822 3.4390 -0.30
N 0.1041 -0.3555 -2.2403 0.94
N -0.0992 1.8597 -0.9645 0.96
N 1.8615 0.8274 0.4575 0.94
N -1.8155 -0.1604 -0.3921 0.92
N -0.1232 -0.6937 1.6078 0.76
C 2.7892 2.9713 0.9650 -1.09
C -0.3354 -1.6092 -4.2154 -1.07
C 0.7269 1.9216 -2.1907 -1.12
C -2.4086 0.9656 -0.7996 1.00
C -1.6588 1.0037 2.6072 0.10
C -3.7880 1.0925 -0.8173 -1.17
C -2.4466 1.3121 3.6949 -1.26
C 2.1274 -2.1627 -1.2725 0.37
C -3.9517 -1.1512 -0.0125 -0.93
C 0.4074 0.7069 -2.9956 0.56
C -1.8603 -0.7588 4.8031 -0.73
C 2.0653 -3.5704 1.1448 -0.76
C 3.0004 0.2629 0.8951 -0.06
C 3.9608 2.3806 1.4075 -0.56
C 2.9568 -3.2655 -1.0582 -0.98
C -1.0634 -1.0680 3.7014 0.53
C 0.0260 -0.5212 -4.9971 -0.53
C 0.3898 0.6631 -4.3769 -1.17
C -0.9665 -0.2069 2.6117 -0.17
C 1.2482 -2.4649 0.9330 1.59
C -2.5509 0.4344 4.7833 -0.64
C -0.2835 -1.4904 -2.8428 -0.21
C 2.9228 -3.9740 0.1345 -0.94
C -2.5766 -1.1994 -0.0063 -0.26
C -4.5698 0.0234 -0.4207 -0.52
C 4.0627 1.0018 1.3765 -0.95
C 0.4501 2.7510 0.0609 -1.21
C 1.7609 2.1719 0.5077 0.95
C 0.3881 -1.8555 1.9239 0.09
C -1.5261 2.0979 -1.2632 -1.96
C 1.2513 -1.7668 -0.2743 -0.52
H -1.5770 1.6817 1.7676 0.24
H -5.6490 0.1045 -0.4264 0.46
H -0.2471 2.7897 0.9001 0.66
H 1.7809 1.9015 -1.9090 0.45
H -4.2378 2.0229 -1.1403 0.58
H 4.7801 2.9887 1.7683 0.45
H 3.6413 -3.5671 -1.8415 0.49
H 3.0581 -0.8122 0.8514 0.02
H -4.5238 -2.0123 0.3030 0.51
H 3.5743 -4.8245 0.2816 0.45
H -0.6499 -2.5429 -4.6599 0.52
H 2.0515 -4.0948 2.0943 0.50
H -2.0482 -2.0884 0.3141 0.43
H -1.6566 2.2070 -2.3419 0.51
H -1.9317 -1.4302 5.6486 0.46
H 2.6669 4.0464 0.9763 0.54
H 0.5837 3.7733 -0.3058 0.50
H 2.2025 -1.6381 -2.2122 0.50
H -3.1797 0.6988 5.6226 0.43
H 0.6406 1.5449 -4.9517 0.55
H -2.9887 2.2483 3.7153 0.46
H 0.0025 -0.5880 -6.0768 0.46
H 4.9559 0.4943 1.7119 0.52
H -1.8600 3.0384 -0.8209 0.65
H 0.5505 2.8456 -2.7474 0.59
H -0.5497 -2.3152 -2.1975 0.53
```

Values from the calculation:
Net charge: +2
LUMO level (spin up / spin down), eV: -5.7 / -5.7
Energy relative to the best compared isomer or geometry (same formula, charge and spin), eV: 0.198
HOMO-LUMO gap (spin up / spin down), eV: 8.12 / 8.13


no.,DFT total energy (eV)
1,-62033.6465
2,-88469.9565